(1)
This record from OMol25 describes a cluster of 12 separate species, C24H72N6O12 in total. The level of theory is ωB97M-V with the def2-TZVPD basis set.

Structure (XYZ):
```
114
Properties=species:S:1:pos:R:3:lowdin_charge:R:1
N -4.475 -0.889 2.131 0.1907
C -3.576 -0.920 1.224 -0.6144
N -3.196 0.249 0.790 0.1953
O -2.903 -2.018 0.792 -0.0968
H -4.896 -1.734 2.455 0.1148
H -4.758 0.028 2.441 0.1198
H -2.459 0.204 0.075 0.0827
H -3.354 1.163 1.132 0.0626
N -0.631 -2.734 -0.923 0.2049
C -0.472 -3.461 -1.977 -0.6214
N 0.579 -3.242 -2.581 0.1912
O -1.518 -4.212 -2.500 -0.0931
H -1.366 -2.837 -0.328 0.0445
H 0.040 -2.038 -0.620 0.0826
H 0.869 -3.746 -3.380 0.1434
H 1.373 -2.815 -2.190 0.0606
N 1.643 4.640 -2.173 0.1580
C 0.520 4.365 -1.664 -0.6582
N -0.187 5.364 -1.328 0.1735
O 0.123 3.056 -1.653 -0.0761
H 2.270 3.876 -2.521 0.1566
H 1.708 5.613 -2.474 0.1490
H -1.202 5.155 -1.094 0.1628
H 0.238 6.343 -1.282 0.1713
C 3.070 1.716 -1.201 -0.0492
C 3.237 2.660 -0.095 -0.6604
C 4.337 2.140 0.750 -0.0437
O 3.643 3.746 -0.590 0.0117
H 2.865 0.760 -0.863 0.0315
H 3.968 1.481 -1.771 0.1042
H 2.342 1.982 -1.982 0.0688
H 2.418 2.835 0.564 0.1245
H 5.214 2.078 0.193 0.0645
H 4.105 1.124 1.183 0.0862
H 4.484 2.861 1.597 0.1109
H 2.892 4.160 -1.033 0.0429
C -0.384 -2.832 2.446 -0.0543
C -0.962 -3.446 3.689 -0.6307
C -2.418 -3.804 3.469 -0.0250
O -0.313 -4.456 4.091 0.0448
H -0.566 -3.376 1.523 0.0693
H 0.740 -2.634 2.408 0.0872
H -0.912 -1.906 2.399 0.0474
H -0.877 -2.779 4.571 0.1384
H -2.712 -4.221 4.426 0.0758
H -2.451 -4.607 2.778 0.0813
H -3.140 -3.042 3.180 0.0534
H -0.383 -4.375 5.017 0.0949
C -2.248 2.201 3.231 -0.0426
C -2.322 3.287 2.282 -0.6905
C -0.954 3.551 1.696 -0.0108
O -3.152 3.211 1.369 0.0413
H -1.941 1.382 2.614 0.0621
H -3.237 1.985 3.709 0.1135
H -1.570 2.375 4.030 0.0666
H -2.651 4.164 2.841 0.1418
H -0.397 2.706 1.307 0.0570
H -0.298 4.077 2.492 0.1243
H -0.971 4.273 0.871 0.0529
H -2.768 3.683 0.631 0.1121
C 0.689 -0.116 -3.714 -0.0369
C 0.099 -0.687 -5.008 -0.5567
C 1.207 -0.654 -6.111 -0.0431
O -0.282 -1.899 -4.836 -0.0173
H 0.083 -0.126 -2.796 0.0735
H 0.937 0.937 -3.882 0.0792
H 1.600 -0.593 -3.356 0.0629
H -0.770 -0.111 -5.374 0.1470
H 2.007 -1.316 -5.946 0.0481
H 1.678 0.324 -6.107 0.0660
H 0.921 -0.969 -7.117 0.0766
H 0.087 -2.145 -3.964 0.0510
C 2.643 -2.871 0.635 -0.0243
C 3.363 -2.678 -0.694 -0.6242
C 3.627 -4.034 -1.342 -0.0315
O 2.747 -1.916 -1.473 -0.0321
H 3.170 -3.386 1.468 0.1065
H 1.679 -3.380 0.530 0.0715
H 2.525 -1.825 1.033 0.0709
H 4.299 -2.169 -0.522 0.1417
H 2.678 -4.475 -1.524 0.0556
H 4.142 -4.641 -0.612 0.0807
H 4.136 -4.149 -2.326 0.0972
H 3.373 -1.535 -2.087 0.1340
C 0.949 1.538 4.965 -0.0086
C 1.002 0.609 3.746 -0.6450
C 2.230 0.748 2.908 -0.0297
O 0.728 -0.585 3.957 0.0208
H 1.717 1.248 5.649 0.0826
H -0.012 1.524 5.407 0.0567
H 1.016 2.547 4.671 0.0634
H 0.094 0.722 3.132 0.1113
H 3.053 1.001 3.542 0.0779
H 2.030 1.635 2.252 0.0720
H 2.484 -0.125 2.261 0.0805
H -0.120 -0.621 4.329 0.0860
C 0.261 0.071 0.207 -0.1380
O -0.698 0.716 -0.550 -0.1696
H -0.355 -0.720 0.763 0.0927
H 0.447 0.987 0.879 0.0861
H 1.145 -0.321 -0.376 0.0742
H -0.368 1.553 -0.860 0.0108
C -4.581 1.484 -1.685 -0.1730
O -3.192 1.755 -1.900 -0.1335
H -5.173 1.651 -2.599 0.0741
H -4.958 2.039 -0.773 0.0810
H -4.858 0.444 -1.469 0.0676
H -2.675 0.957 -1.964 0.0118
C -3.054 -1.479 -3.197 -0.1649
O -2.431 -1.022 -2.095 -0.1284
H -2.429 -2.101 -3.765 0.0482
H -3.144 -0.482 -3.706 0.1042
H -3.977 -2.008 -2.907 0.1017
H -1.844 -1.693 -1.899 -0.0155
```

## Properties
Relative energy (zero: lowest compared OMol25 entry of this formula, charge and spin) in eV: 13.4320
Gap between HOMO and LUMO in eV: 8.28
SMILES: NC(N)=O.NC(N)=O.NC(N)=O.CC(C)O.CC(C)O.CC(C)O.CC(C)O.CC(C)O.CC(C)O.CO.CO.CO
E_LUMO in Eh: -0.010



(2)
This record from OMol25 describes a cluster of 9 separate species, C24H72N6O9 in total. The level of theory is ωB97M-V with the def2-TZVPD basis set.

Structure (XYZ):
```
111
Properties=species:S:1:pos:R:3:lowdin_charge:R:1
C 22.150 -8.254 -0.515 -0.1331
O 22.557 -9.114 0.511 -0.2100
C 23.340 -10.297 0.090 -0.1296
C 23.514 -11.384 1.208 -0.4756
C 24.109 -10.864 2.514 -0.0429
N 24.334 -12.434 0.737 0.0354
H 21.398 -8.712 -1.158 0.0832
H 22.962 -8.003 -1.198 0.0847
H 21.756 -7.315 -0.129 0.0732
H 22.745 -10.779 -0.685 0.1117
H 24.283 -10.053 -0.399 0.1233
H 22.501 -11.716 1.440 0.1310
H 23.973 -11.552 3.348 0.0814
H 23.588 -9.980 2.881 0.0420
H 25.153 -10.650 2.285 0.0875
H 23.976 -12.846 -0.113 0.0768
H 23.964 -13.134 1.364 0.0811
C 22.939 -5.909 10.216 -0.1506
O 23.522 -5.752 8.973 -0.1976
C 23.620 -4.353 8.599 -0.1680
C 24.062 -4.329 7.142 -0.3987
C 24.419 -2.961 6.661 -0.0587
N 22.881 -4.743 6.334 0.0366
H 21.867 -5.713 10.226 0.0874
H 23.435 -5.458 11.075 0.0931
H 22.900 -6.968 10.471 0.0806
H 22.685 -3.830 8.798 0.1265
H 24.360 -3.964 9.298 0.1297
H 24.890 -5.021 6.988 0.1293
H 23.648 -2.220 6.873 0.0839
H 24.618 -2.919 5.590 0.0723
H 25.294 -2.603 7.203 0.0886
H 22.134 -4.066 6.374 0.0776
H 22.396 -5.533 6.735 0.0619
C 22.837 -1.411 2.753 -0.0970
O 23.462 -2.686 2.660 -0.1836
C 22.623 -3.774 2.917 -0.2261
C 23.323 -5.136 2.651 -0.3859
C 22.405 -6.333 2.688 -0.0636
N 24.377 -5.338 3.649 0.0548
H 22.283 -1.245 3.677 0.0852
H 22.193 -1.187 1.902 0.0844
H 23.665 -0.707 2.676 0.0884
H 22.244 -3.729 3.938 0.1027
H 21.704 -3.756 2.332 0.1206
H 23.700 -5.029 1.634 0.1399
H 22.887 -7.294 2.505 0.0609
H 21.571 -6.282 1.988 0.0800
H 22.120 -6.591 3.708 0.0579
H 23.877 -5.189 4.514 0.0275
H 24.983 -4.533 3.583 0.0833
C 24.105 -12.946 7.661 -0.0494
O 24.841 -13.655 8.759 -0.1994
C 24.874 -12.857 9.937 -0.2188
C 25.752 -13.422 11.120 -0.3914
C 25.336 -14.843 11.701 -0.0544
N 25.646 -12.485 12.228 0.0182
H 24.023 -13.713 6.891 0.0833
H 24.495 -12.035 7.206 0.0644
H 23.159 -12.695 8.140 0.0706
H 25.272 -11.888 9.635 0.1063
H 23.844 -12.668 10.240 0.1139
H 26.773 -13.533 10.755 0.1307
H 24.304 -14.904 12.048 0.0672
H 25.969 -15.207 12.509 0.0674
H 25.440 -15.537 10.868 0.0638
H 24.645 -12.463 12.362 0.0627
H 25.940 -11.533 12.060 0.0705
C 21.222 -9.483 4.311 -0.1408
O 22.229 -9.775 5.196 -0.1772
C 23.039 -8.624 5.496 -0.1809
C 23.979 -9.067 6.572 -0.4067
C 23.416 -9.454 7.981 -0.0186
N 25.038 -8.101 6.726 0.0616
H 21.612 -9.287 3.312 0.0744
H 20.588 -8.655 4.629 0.1022
H 20.623 -10.382 4.169 0.0486
H 23.615 -8.496 4.579 0.1126
H 22.509 -7.720 5.798 0.1204
H 24.494 -9.937 6.165 0.1320
H 23.104 -8.554 8.510 0.0649
H 24.104 -10.049 8.582 0.0552
H 22.513 -10.050 7.845 0.0688
H 24.497 -7.248 6.717 0.0619
H 25.607 -8.018 5.896 0.0462
C 20.153 -14.162 6.401 -0.0674
O 18.994 -13.660 5.675 -0.2074
C 19.259 -12.396 5.119 -0.2261
C 18.120 -12.093 4.107 -0.4068
C 18.095 -10.730 3.458 -0.0785
N 16.769 -12.356 4.714 0.0422
H 20.961 -14.365 5.698 0.0836
H 19.938 -15.123 6.867 0.0866
H 20.451 -13.455 7.175 0.0813
H 19.572 -11.665 5.864 0.1251
H 20.145 -12.496 4.493 0.1087
H 18.207 -12.809 3.290 0.1346
H 17.928 -9.968 4.219 0.0804
H 17.253 -10.803 2.770 0.0815
H 18.992 -10.441 2.911 0.0631
H 16.604 -11.707 5.471 0.0639
H 17.025 -13.190 5.221 0.0454
O 26.475 -7.240 4.360 -0.0687
H 25.658 -6.798 4.129 -0.0076
H 26.941 -7.334 3.528 0.0645
O 26.423 -8.451 9.152 -0.0805
H 25.845 -8.367 8.394 -0.0477
H 27.220 -8.851 8.803 0.0188
O 27.671 -5.763 6.496 -0.0625
H 27.301 -6.181 5.718 -0.0300
H 28.336 -6.378 6.805 0.0297
```

## Properties
Relative energy (zero: lowest compared OMol25 entry of this formula, charge and spin) in eV: 2.1155
Gap between HOMO and LUMO in eV: 9.61
SMILES: COC[C@H](C)N.COC[C@H](C)N.COC[C@H](C)N.COC[C@H](C)N.COC[C@H](C)N.COC[C@H](C)N.O.O.O
E_LUMO in Eh: 0.017



- Among the records above, which one has the highest relative energy (zero: lowest compared OMol25 entry of this formula, charge and spin)?
  C24H72N6O12



- What is the formula in the first record?
  C24H72N6O12



- Which value of gap between HOMO and LUMO does entry 1 give?
  8.28 eV